# 1
3 unconnected molecules or ions with the total composition C32H67FN5O3P2 in a non-equilibrium geometry, computed with ωB97M-V with the def2-TZVPD basis set.

ORCA input file:
```
! RIJCOSX wB97M-V def2-TZVPD def2/J DEFGRID3
* xyz 1 1
C 2.58 2.17 3.91
C 1.19 2.54 3.27
C 1.49 2.93 1.78
F 2.69 2.42 1.33
N 0.40 2.68 0.84
C -0.19 1.58 0.27
N 0.12 0.28 0.51
P -0.80 -0.91 -0.46
C -1.21 -2.41 0.57
O 0.22 -1.43 -1.69
P 1.31 -0.34 1.64
C 2.30 -1.68 0.79
C 3.12 -2.52 1.83
C 0.53 -1.11 3.16
C -0.95 -0.66 3.43
N -1.17 1.86 -0.61
C -1.20 3.22 -0.58
O -2.06 3.87 -1.38
N -2.64 2.96 -2.36
O -2.81 3.56 -3.32
N -0.32 3.70 0.26
C -0.27 5.17 0.42
C -1.64 5.84 0.80
C -2.45 5.14 1.95
C -1.58 4.43 3.02
C -3.58 4.18 1.42
C -4.72 3.99 2.49
C -5.38 2.60 2.38
C -5.69 1.96 1.18
C -7.13 1.97 0.61
C -4.68 1.14 0.34
H 2.98 1.23 3.51
H 2.39 2.10 5.00
H 3.27 3.02 3.78
H 0.49 1.68 3.32
H 0.83 3.40 3.85
H 1.69 4.02 1.83
H -0.36 -2.83 1.15
H -1.55 -3.24 -0.08
H -2.07 -2.18 1.23
H -0.26 -2.01 -2.31
H 1.64 -2.42 0.28
H 2.95 -1.28 0.00
H 3.62 -1.89 2.59
H 2.41 -3.20 2.36
H 3.85 -3.18 1.33
H 0.57 -2.22 3.11
H 1.13 -0.83 4.04
H -1.10 -0.25 4.44
H -1.64 -1.50 3.30
H -1.27 0.13 2.71
H 0.48 5.56 1.12
H -0.01 5.59 -0.57
H -1.38 6.86 1.16
H -2.28 6.01 -0.09
H -3.00 5.95 2.48
H -0.70 5.01 3.33
H -1.36 3.41 2.66
H -2.23 4.31 3.92
H -3.12 3.18 1.29
H -3.98 4.60 0.48
H -5.49 4.76 2.32
H -4.33 4.07 3.53
H -5.66 2.09 3.33
H -7.82 1.31 1.19
H -7.14 1.58 -0.43
H -7.55 2.99 0.60
H -3.64 1.30 0.69
H -4.77 1.37 -0.74
H -4.90 0.06 0.47
C 4.06 0.65 -6.90
C 3.23 1.75 -6.25
C 3.70 2.10 -4.84
C 3.62 0.97 -3.82
C 2.22 0.37 -3.63
C 1.20 1.37 -3.11
H 4.00 -0.29 -6.35
H 3.71 0.45 -7.91
H 5.11 0.94 -6.97
H 2.18 1.45 -6.24
H 3.29 2.64 -6.87
H 3.13 2.96 -4.48
H 4.74 2.44 -4.89
H 3.97 1.35 -2.85
H 4.31 0.17 -4.10
H 2.29 -0.46 -2.92
H 1.86 -0.06 -4.57
H 1.52 1.78 -2.14
H 0.23 0.89 -2.96
H 1.05 2.20 -3.80
C 0.31 -9.10 0.79
C 0.75 -8.55 -0.56
C 2.09 -7.81 -0.51
C 2.11 -6.57 0.37
C 1.07 -5.50 0.01
C 1.25 -4.91 -1.38
H 0.16 -8.30 1.52
H -0.63 -9.65 0.70
H 1.06 -9.79 1.19
H -0.03 -7.90 -0.96
H 0.84 -9.39 -1.26
H 2.38 -7.54 -1.53
H 2.86 -8.50 -0.15
H 3.11 -6.12 0.32
H 1.96 -6.86 1.42
H 1.14 -4.69 0.74
H 0.06 -5.91 0.10
H 2.24 -4.46 -1.48
H 0.51 -4.14 -1.56
H 1.15 -5.67 -2.16
*
```

HOMO-LUMO gap ... 0.198 Eh
HOMO level ... -8.89 eV
Max |F| ... 3.726 eV Å⁻¹

Results of the Löwdin charge analysis, in e, for atoms 1 through 99: atom 1 (C): -0.09, atom 2 (C): -0.18, atom 3 (C): -0.29, atom 4 (F): 0.00, atom 5 (N): 0.13, atom 6 (C): -0.39, atom 7 (N): -0.32, atom 8 (P): 0.92, atom 9 (C): -0.25, atom 10 (O): -0.33, atom 11 (P): 1.00, atom 12 (C): -0.39, atom 13 (C): -0.14, atom 14 (C): -0.38, atom 15 (C): -0.15, atom 16 (N): 0.18, atom 17 (C): -0.35, atom 18 (O): 0.02, atom 19 (N): 0.08, atom 20 (O): 0.18, atom 21 (N): 0.05, atom 22 (C): -0.07, atom 23 (C): -0.13, atom 24 (C): -0.34, atom 25 (C): -0.06, atom 26 (C): -0.17, atom 27 (C): -0.17, atom 28 (C): -0.10, atom 29 (C): -0.30, atom 30 (C): -0.06, atom 31 (C): -0.08, atom 32 (H): 0.05, atom 33 (H): 0.08, atom 34 (H): 0.09, atom 35 (H): 0.07, atom 36 (H): 0.10, atom 37 (H): 0.15, atom 38 (H): 0.02, atom 39 (H): 0.06, atom 40 (H): 0.03, atom 41 (H): 0.06, atom 42 (H): 0.03, atom 43 (H): 0.08, atom 44 (H): 0.07, atom 45 (H): 0.06, atom 46 (H): 0.08, atom 47 (H): 0.06, atom 48 (H): 0.08, atom 49 (H): 0.08, atom 50 (H): 0.06, atom 51 (H): 0.04, atom 52 (H): 0.12, atom 53 (H): 0.14, atom 54 (H): 0.13, atom 55 (H): 0.11, atom 56 (H): 0.14, atom 57 (H): 0.08, atom 58 (H): 0.07, atom 59 (H): 0.09, atom 60 (H): 0.08, atom 61 (H): 0.12, atom 62 (H): 0.12, atom 63 (H): 0.10, atom 64 (H): 0.10, atom 65 (H): 0.09, atom 66 (H): 0.07, atom 67 (H): 0.08, atom 68 (H): 0.04, atom 69 (H): 0.07, atom 70 (H): 0.09, atom 71 (C): -0.11, atom 72 (C): -0.27, atom 73 (C): -0.23, atom 74 (C): -0.22, atom 75 (C): -0.26, atom 76 (C): -0.12, atom 77 (H): 0.07, atom 78 (H): 0.07, atom 79 (H): 0.08, atom 80 (H): 0.10, atom 81 (H): 0.11, atom 82 (H): 0.10, atom 83 (H): 0.11, atom 84 (H): 0.11, atom 85 (H): 0.10, atom 86 (H): 0.09, atom 87 (H): 0.11, atom 88 (H): 0.07, atom 89 (H): 0.05, atom 90 (H): 0.07, atom 91 (C): -0.11, atom 92 (C): -0.27, atom 93 (C): -0.22, atom 94 (C): -0.22, atom 95 (C): -0.27, atom 96 (C): -0.10, atom 97 (H): 0.06, atom 98 (H): 0.07, atom 99 (H): 0.08



# 2
C4H5N3 in the gas phase in a non-equilibrium geometry, computed with ωB97M-V with the def2-TZVPD basis set.

ORCA input file:
```
! RIJCOSX wB97M-V def2-TZVPD def2/J DEFGRID3
* xyz 0 1
C 0.67 0.35 0.52
C -0.65 0.83 0.59
C -1.38 -0.60 -1.04
C 0.94 -0.62 -0.52
H 2.50 0.09 1.20
H 1.23 0.91 2.34
H -0.86 1.61 1.33
H -2.05 -1.06 -1.77
H 1.77 -1.33 -0.44
N 1.73 0.71 1.40
N -1.60 0.42 -0.30
N -0.14 -1.13 -1.09
*
```

Energy relative to the best compared isomer or geometry (same formula, charge and spin) ... 176.6 kJ/mol
HOMO-LUMO gap ... 0.339 Eh
Structure (SMILES) ... Nc1cncnc1
HOMO level ... -8.76 eV
Max |F| ... 3.928 eV Å⁻¹

Löwdin analysis output, partial charges in e: atom 1 (C): -0.29, atom 2 (C): -0.08, atom 3 (C): -0.25, atom 4 (C): -0.09, atom 5 (H): 0.07, atom 6 (H): 0.14, atom 7 (H): 0.11, atom 8 (H): 0.11, atom 9 (H): 0.11, atom 10 (N): 0.06, atom 11 (N): 0.06, atom 12 (N): 0.04



# 3
A molecular structure, C32H22CoIN5OS2, computed with ωB97M-V with the def2-TZVPD basis set.

ORCA input file:
```
! RIJCOSX wB97M-V def2-TZVPD def2/J DEFGRID3
* xyz 0 2
Co 1.08 -0.20 -1.18
O -1.40 -1.17 -4.13
C -0.60 -0.65 -3.35
N 0.33 -1.20 -2.60
C 0.56 -2.62 -2.65
C 1.12 -3.05 -1.32
C 1.17 -4.38 -0.92
C 1.74 -4.69 0.30
C 2.28 -3.67 1.08
C 2.19 -2.38 0.61
N 1.61 -2.07 -0.55
C -0.51 0.86 -3.22
C -1.13 1.69 -4.13
C -0.84 3.05 -4.10
C 0.07 3.51 -3.16
C 0.63 2.61 -2.27
N 0.32 1.32 -2.27
H 1.31 -2.86 -3.41
H -0.34 -3.18 -2.91
H 0.75 -5.15 -1.56
H 1.78 -5.72 0.64
H 2.75 -3.88 2.03
H 2.60 -1.54 1.17
H -1.80 1.25 -4.86
H -1.30 3.73 -4.80
H 0.37 4.55 -3.13
H 1.35 2.94 -1.53
S -3.44 -4.30 -0.48
C -4.77 -5.23 0.04
C -5.36 -4.70 1.14
C -4.73 -3.51 1.57
C -3.66 -3.15 0.78
C -2.77 -1.99 0.93
C -1.72 -1.77 0.01
N -0.86 -0.80 0.11
C -0.95 0.05 1.15
C -2.00 -0.01 2.07
C -2.11 1.00 3.09
C -1.19 1.98 3.18
C -0.06 2.03 2.30
C 0.93 3.02 2.39
C 2.02 3.00 1.55
C 2.12 1.91 0.65
N 1.19 0.98 0.53
C 0.09 1.05 1.31
C 3.06 4.04 1.56
C 3.14 5.14 2.37
C 4.25 5.97 2.07
C 4.98 5.49 1.03
S 4.34 4.03 0.41
C -2.91 -1.08 1.94
H -5.04 -6.13 -0.50
H -6.22 -5.14 1.63
H -5.05 -2.93 2.42
H -1.61 -2.41 -0.87
H -2.95 0.96 3.78
H -1.29 2.76 3.93
H 0.82 3.81 3.12
H 2.99 1.76 0.02
H 2.44 5.35 3.17
H 4.49 6.88 2.61
H 5.87 5.91 0.59
H -3.72 -1.16 2.66
I 3.62 0.12 -2.04
*
```

Energy relative to the best compared isomer or geometry (same formula, charge and spin) ... 0.0 kJ/mol
HOMO-LUMO gap (alpha / beta) ... 0.218 / 0.231 Eh
HOMO level (alpha / beta) ... -6.73 / -7.08 eV
Max |F| ... 0.550 eV Å⁻¹

Löwdin analysis output, partial charges in e: atom 1 (Co): 0.16, atom 2 (O): 0.02, atom 3 (C): -0.50, atom 4 (N): -0.05, atom 5 (C): -0.14, atom 6 (C): -0.25, atom 7 (C): -0.01, atom 8 (C): -0.06, atom 9 (C): -0.05, atom 10 (C): -0.12, atom 11 (N): 0.01, atom 12 (C): -0.15, atom 13 (C): 0.01, atom 14 (C): -0.05, atom 15 (C): -0.05, atom 16 (C): -0.11, atom 17 (N): 0.04, atom 18 (H): 0.14, atom 19 (H): 0.12, atom 20 (H): 0.12, atom 21 (H): 0.11, atom 22 (H): 0.10, atom 23 (H): 0.11, atom 24 (H): 0.12, atom 25 (H): 0.11, atom 26 (H): 0.11, atom 27 (H): 0.10, atom 28 (S): 1.07, atom 29 (C): -0.41, atom 30 (C): -0.18, atom 31 (C): -0.12, atom 32 (C): -0.48, atom 33 (C): -0.18, atom 34 (C): -0.06, atom 35 (N): 0.13, atom 36 (C): -0.13, atom 37 (C): -0.13, atom 38 (C): -0.01, atom 39 (C): -0.02, atom 40 (C): -0.13, atom 41 (C): 0.06, atom 42 (C): -0.18, atom 43 (C): -0.14, atom 44 (N): 0.07, atom 45 (C): -0.12, atom 46 (C): -0.48, atom 47 (C): -0.12, atom 48 (C): -0.18, atom 49 (C): -0.41, atom 50 (S): 1.07, atom 51 (C): 0.06, atom 52 (H): 0.07, atom 53 (H): 0.10, atom 54 (H): 0.11, atom 55 (H): 0.09, atom 56 (H): 0.12, atom 57 (H): 0.12, atom 58 (H): 0.12, atom 59 (H): -0.03, atom 60 (H): 0.11, atom 61 (H): 0.10, atom 62 (H): 0.07, atom 63 (H): 0.12, atom 64 (I): 0.08



# 4
2 unconnected molecules or ions with the total composition C25H20ClNO4S in a non-equilibrium geometry, computed with ωB97M-V with the def2-TZVPD basis set.

ORCA input file:
```
! RIJCOSX wB97M-V def2-TZVPD def2/J DEFGRID3
* xyz 0 1
N -11.16 0.86 0.17
C -10.01 0.86 -0.04
C -8.59 0.85 -0.31
C -7.88 -0.35 -0.32
C -6.51 -0.36 -0.57
C -5.84 0.84 -0.80
S -4.04 0.82 -1.12
C -3.29 1.05 0.42
Cl -1.68 0.89 0.70
O -3.78 -0.52 -1.61
O -3.85 1.96 -1.98
C -6.54 2.05 -0.80
C -7.91 2.05 -0.54
H -8.40 -1.29 -0.13
H -5.97 -1.30 -0.59
H -3.93 1.46 1.20
H -6.02 2.99 -1.00
H -8.46 3.00 -0.53
C 2.70 1.11 5.95
C 1.81 1.49 4.76
C 2.48 0.80 3.61
C 3.64 0.16 4.10
O 3.84 0.32 5.44
C 4.45 -0.63 3.27
C 4.09 -0.78 1.95
C 2.97 -0.07 1.39
C 2.60 -0.07 0.02
C 3.37 -0.54 -1.08
C 2.68 -0.71 -2.32
C 3.31 -1.29 -3.39
C 4.65 -1.74 -3.26
O 5.13 -2.37 -4.36
C 4.04 -2.40 -5.36
C 2.86 -1.61 -4.78
C 5.39 -1.50 -2.09
C 4.78 -0.83 -1.05
C 2.15 0.70 2.28
H 3.11 1.99 6.46
H 2.16 0.48 6.67
H 0.78 1.14 4.91
H 1.78 2.58 4.62
H 5.33 -1.10 3.71
H 4.66 -1.46 1.33
H 1.62 0.34 -0.21
H 1.63 -0.41 -2.40
H 4.43 -1.96 -6.28
H 3.77 -3.45 -5.53
H 1.93 -2.19 -4.80
H 2.70 -0.69 -5.37
H 6.42 -1.84 -2.06
H 5.38 -0.53 -0.20
H 1.27 1.21 1.89
*
```

Energy relative to the best compared isomer or geometry (same formula, charge and spin) ... 2.8 kJ/mol
HOMO-LUMO gap ... 0.056 Eh
HOMO level ... -4.70 eV
Max |F| ... 4.346 eV Å⁻¹

Löwdin analysis output, partial charges in e: atom 1 (N): 0.13, atom 2 (C): -0.18, atom 3 (C): -0.24, atom 4 (C): -0.03, atom 5 (C): -0.04, atom 6 (C): -0.25, atom 7 (S): 0.54, atom 8 (C): -0.96, atom 9 (Cl): 0.46, atom 10 (O): -0.39, atom 11 (O): -0.38, atom 12 (C): -0.04, atom 13 (C): -0.03, atom 14 (H): 0.12, atom 15 (H): 0.12, atom 16 (H): -0.01, atom 17 (H): 0.12, atom 18 (H): 0.12, atom 19 (C): -0.09, atom 20 (C): -0.08, atom 21 (C): -0.13, atom 22 (C): -0.18, atom 23 (O): 0.02, atom 24 (C): 0.03, atom 25 (C): 0.01, atom 26 (C): -0.17, atom 27 (C): 0.11, atom 28 (C): -0.18, atom 29 (C): 0.07, atom 30 (C): -0.13, atom 31 (C): -0.19, atom 32 (O): 0.02, atom 33 (C): -0.09, atom 34 (C): -0.08, atom 35 (C): 0.03, atom 36 (C): 0.00, atom 37 (C): 0.07, atom 38 (H): 0.13, atom 39 (H): 0.13, atom 40 (H): 0.13, atom 41 (H): 0.13, atom 42 (H): 0.13, atom 43 (H): 0.11, atom 44 (H): 0.13, atom 45 (H): 0.15, atom 46 (H): 0.13, atom 47 (H): 0.13, atom 48 (H): 0.13, atom 49 (H): 0.13, atom 50 (H): 0.13, atom 51 (H): 0.11, atom 52 (H): 0.12